1.
# C37H77N3O31S6

A cluster of 13 separate species, C37H77N3O31S6 in total in a non-equilibrium geometry (ωB97M-V with the def2-TZVPD basis set, the OMol25 dataset).

The geometry in XYZ format:
```
154
Properties=species:S:1:pos:R:3:mulliken_charge:R:1
C 8.86885 12.92348 29.21603 -0.35
C 10.33300 13.24619 29.05444 0.32
O 10.82077 13.21630 27.94887 -0.51
N 10.99951 13.59921 30.13535 -0.13
C 12.38483 13.95695 30.09719 -0.75
H 8.39579 13.88822 29.39937 0.39
H 8.72591 12.32824 30.11788 0.59
H 8.45538 12.42449 28.33958 -0.52
H 10.55210 13.60569 31.04083 0.26
H 12.56199 14.87839 29.54253 0.28
H 13.07491 13.19849 29.72755 0.04
H 12.65338 14.18070 31.12963 0.41
C 11.64114 14.94969 22.83923 -0.61
C 12.52482 14.38502 21.76010 0.49
O 12.88684 15.16968 20.88666 -0.73
N 12.96393 13.16436 21.76818 0.10
C 12.92765 12.30936 22.91714 -1.18
H 12.16988 14.93996 23.79235 0.30
H 10.72045 14.36700 22.80904 -0.04
H 11.34570 15.98785 22.68743 0.40
H 13.44844 12.77669 20.97128 0.26
H 11.90389 11.96649 23.06706 0.23
H 13.24405 12.89009 23.78359 0.31
H 13.51521 11.40315 22.76999 0.41
C 5.64330 11.47991 28.70281 1.14
C 4.59038 11.58894 29.82674 0.20
O 4.00853 10.59859 30.25332 -0.73
N 4.26094 12.74556 30.34063 -0.16
C 4.86570 14.05965 30.00517 -0.62
H 5.26102 10.97818 27.81386 0.00
H 6.44974 10.85964 29.09398 -0.24
H 5.96387 12.47426 28.39199 -0.53
H 3.47103 12.83779 30.96324 0.29
H 4.70782 14.35279 28.96727 0.20
H 5.90905 14.11144 30.31636 0.14
H 4.32292 14.81726 30.57043 0.37
C 5.91861 12.67320 21.32613 0.54
C 4.44305 12.89792 20.99585 -0.32
O 4.06919 11.85255 20.18880 -0.46
S 5.32620 11.14607 19.37999 1.09
O 5.66272 11.83461 18.12236 -0.56
O 5.18902 9.70921 19.25632 -0.58
O 6.28965 11.51988 20.65688 -0.07
H 6.10952 12.52824 22.38945 -0.47
H 6.58914 13.47131 21.00752 0.25
H 4.33750 13.79703 20.38878 0.27
H 3.78124 12.90344 21.86192 0.30
C 14.63934 11.30540 27.85943 -0.26
C 13.43381 11.14243 26.92644 0.69
O 13.92794 11.32072 25.60650 -0.08
S 15.58280 11.15778 25.50226 0.98
O 16.12023 12.12300 24.47668 -0.57
O 15.95643 9.75706 25.31448 -0.50
O 15.76811 11.52250 27.05211 -0.48
H 14.83964 10.36395 28.37096 0.32
H 14.70343 12.05255 28.65048 0.14
H 12.71767 11.94912 27.08295 -0.01
H 12.86176 10.23795 27.13321 -0.31
C 14.65455 4.96705 26.15264 -0.33
C 15.74655 6.02166 26.34801 -0.44
O 14.98685 7.17808 26.64983 -0.29
S 13.56471 7.27557 25.84355 1.06
O 13.66402 7.89117 24.50921 -0.40
O 12.53209 7.79280 26.74105 -0.53
O 13.49748 5.62477 25.75104 -0.33
H 14.34894 4.37845 27.01766 0.31
H 14.99732 4.18786 25.47186 0.32
H 16.28595 6.24213 25.42685 0.28
H 16.49334 5.84764 27.12268 0.31
C 9.48944 12.24473 19.53092 0.87
C 10.50859 11.11315 19.49873 0.46
O 10.68284 10.62760 18.15828 -0.27
S 9.47706 11.21212 17.15979 1.08
O 8.30981 10.36583 17.20579 -0.51
O 10.02348 11.66454 15.86494 -0.57
O 9.22190 12.50039 18.17069 -0.46
H 9.81391 13.17995 19.98721 0.14
H 8.50551 12.01765 19.94131 -0.72
H 10.22245 10.34398 20.21610 -0.08
H 11.49210 11.40404 19.86776 -0.01
C 8.50423 9.73858 25.83065 1.15
C 9.96738 10.26811 25.84083 0.99
O 10.20744 10.96329 24.60069 0.19
S 9.07214 10.57595 23.42189 -0.26
O 9.47791 9.32077 22.77271 -0.54
O 8.79656 11.76991 22.62701 -0.13
O 8.00448 10.33773 24.68492 0.22
H 7.94037 10.01868 26.72043 -0.21
H 8.48181 8.66832 25.62540 -0.50
H 10.75292 9.51974 25.94547 -0.69
H 10.10187 11.06328 26.57413 -0.32
C 5.77536 7.61567 23.18835 0.59
C 5.28709 8.70544 22.34156 0.32
O 4.61197 9.61329 23.16991 -0.26
S 4.19710 9.04325 24.69676 0.82
O 2.75047 8.97204 24.89051 -0.60
O 5.02079 9.59112 25.76545 -0.25
O 4.72455 7.57896 24.14365 -0.52
H 6.71906 7.87719 23.66706 -0.39
H 5.81995 6.61341 22.76221 0.21
H 4.65659 8.43221 21.49544 0.25
H 6.16273 9.27780 22.03534 -0.26
C 9.76926 7.07446 29.24936 -0.44
C 8.45679 6.83113 28.50761 0.23
C 7.58872 7.92116 29.04935 -0.59
O 8.42543 9.08558 29.12740 -0.34
C 9.73211 8.63167 29.48929 0.10
H 10.61335 6.77278 28.62920 0.05
H 9.86463 6.48316 30.16006 0.33
H 7.91783 5.91551 28.75104 0.48
H 8.57495 6.83908 27.42407 -0.43
H 7.16435 7.81701 30.04794 0.44
H 6.73811 8.06041 28.38214 0.22
H 10.04950 8.87265 30.50383 0.42
H 10.43472 9.00289 28.74321 -0.39
C 10.98514 5.01990 23.87294 -0.13
C 9.90421 4.34255 23.03332 -0.88
C 8.74554 5.36725 23.04206 -0.27
O 8.82303 5.91160 24.32516 -0.36
C 10.19887 6.06653 24.71652 0.20
H 11.71786 5.43279 23.17959 0.07
H 11.30584 4.20645 24.52374 0.23
H 9.58156 3.39153 23.45708 0.36
H 10.08017 4.14331 21.97623 0.37
H 7.79727 4.82981 23.03522 0.29
H 8.79759 6.16900 22.30546 0.27
H 10.29473 5.98953 25.79955 0.15
H 10.56857 7.04573 24.41224 -0.18
C 7.99327 14.53772 25.93064 0.61
C 6.94270 14.18328 24.96888 0.58
C 5.63008 14.38231 25.71593 -0.53
O 5.93429 15.00316 26.95461 -0.42
C 7.31246 15.49040 26.89180 -0.72
H 8.80343 15.13690 25.51504 0.23
H 8.49073 13.68711 26.39659 -0.66
H 7.12294 13.23467 24.46314 -0.57
H 7.07853 14.89610 24.15553 0.27
H 5.18738 13.41075 25.93544 0.28
H 4.96117 14.98047 25.09717 0.32
H 7.81492 15.54296 27.85765 0.33
H 7.23511 16.51236 26.52069 0.35
C 11.80019 7.15941 20.62200 0.87
C 13.25647 7.64330 20.75956 -0.01
C 13.56178 8.27426 19.40914 -0.57
O 12.43008 8.13619 18.50762 -0.41
C 11.53932 7.17060 19.08776 -0.65
H 11.05024 7.64390 21.24727 -0.48
H 11.68041 6.15557 21.02952 -0.09
H 13.89099 6.80093 21.03507 0.37
H 13.23893 8.45817 21.48328 -0.17
H 14.43492 7.76014 19.00738 0.28
H 13.83809 9.32823 19.43951 0.30
H 11.85640 6.21911 18.66089 0.32
H 10.51549 7.41424 18.80400 0.33
```

Computed properties:
- Molar mass: 1252.4 g/mol
- ΔE to the lowest compared entry with this formula, charge and spin: 0.0000 eV
- Total charge: 0

***

2.
# C37H77O18P3S

A cluster of 4 separate species, C37H77O18P3S in total in a non-equilibrium geometry (ωB97M-V with the def2-TZVPD basis set, the OMol25 dataset).

The geometry in XYZ format:
```
136
Properties=species:S:1:pos:R:3:mulliken_charge:R:1
C 7.99790 -3.13441 6.11668 0.07
C 7.16884 -3.52431 6.90249 -0.58
C 6.01822 -3.87467 7.78090 -0.43
C 5.09907 -4.95908 7.13114 -1.03
C 3.78640 -4.41644 6.52640 -1.26
C 3.99742 -3.27043 5.47350 2.73
C 4.98774 -3.64429 4.35395 -1.37
O 4.26445 -4.42336 3.37583 -0.55
S 3.48798 -3.32601 2.44960 1.56
O 2.63846 -4.08230 1.57592 -0.76
O 4.42828 -2.56623 1.67329 -0.73
C 2.52040 -2.20025 3.57377 2.54
C 3.31818 -0.85879 3.61519 -1.88
C 2.69894 0.28576 4.45200 -1.12
C 2.87284 0.17136 6.00959 0.08
C 3.69601 1.37876 6.55048 -1.36
C 5.20030 1.08312 6.48606 -0.42
O 5.70683 1.10352 5.16002 -0.33
C 6.73967 0.13016 5.02843 -0.33
C 1.08344 -1.97088 3.03150 -1.61
C -0.06160 -2.54597 3.90778 -0.56
C -0.43553 -1.63007 5.11790 -0.01
C -0.72474 -2.42372 6.39544 0.31
O -0.25668 -3.48337 6.67454 -0.45
O -1.59588 -1.81130 7.30259 -0.54
C 2.56718 -2.90468 4.96786 -2.87
H 8.79538 -2.64735 5.59271 0.43
H 6.40161 -4.30196 8.71693 0.41
H 5.42462 -2.96699 7.95076 0.20
H 5.62839 -5.60152 6.41055 0.46
H 4.80584 -5.64623 7.94493 0.43
H 3.20172 -5.22293 6.06235 0.46
H 3.20526 -3.94330 7.33893 0.40
H 4.47760 -2.45683 6.05070 -1.06
H 5.45322 -2.73974 3.93549 0.38
H 5.81754 -4.26986 4.70344 0.68
H 4.36369 -0.96443 3.93365 0.38
H 3.36202 -0.49648 2.57356 0.64
H 3.23779 1.19905 4.15520 0.87
H 1.63838 0.48935 4.24921 0.63
H 3.33711 -0.76097 6.34976 -0.06
H 1.86544 0.25400 6.45782 0.25
H 3.41233 1.51744 7.60716 0.42
H 3.41560 2.30294 6.02338 0.44
H 5.39847 0.12373 7.00030 0.25
H 5.73055 1.86451 7.06820 0.44
H 7.05917 0.09561 3.97679 0.30
H 6.33206 -0.85916 5.29548 -0.15
H 7.62308 0.39743 5.63391 0.34
H 0.85606 -0.90200 2.89509 0.29
H 0.93966 -2.40576 2.02979 0.46
H -0.96396 -2.53252 3.27244 0.39
H 0.07030 -3.59351 4.20002 0.45
H 0.32384 -0.85522 5.30136 -0.20
H -1.36665 -1.09643 4.87452 0.44
H -1.14145 -1.05074 7.68917 0.34
H 2.05372 -3.86849 4.82139 1.00
H 2.05066 -2.34874 5.75480 0.17
O -3.30747 -1.57491 1.01854 -0.56
P -4.66422 -1.38765 0.41909 0.95
O -5.59796 -1.30528 1.77887 -0.39
C -5.41863 -0.22059 2.67791 -0.20
C -5.92883 1.08753 2.09865 -1.00
O -4.93671 -2.94837 0.00085 -0.38
C -3.82116 -3.85004 -0.02488 -0.25
C -3.53036 -4.44527 1.33566 -0.95
O -5.93495 -0.94905 -0.56663 -0.34
C -5.89002 0.25246 -1.34294 -0.36
C -4.50931 0.63545 -1.83566 -1.19
H -4.36459 -0.13212 2.95900 0.13
H -5.97943 -0.46338 3.58065 0.40
H -5.30168 1.41843 1.26529 0.21
H -5.92118 1.87491 2.85480 0.45
H -6.94947 0.97094 1.73204 0.23
H -2.93587 -3.35026 -0.41681 0.23
H -4.06868 -4.64074 -0.73564 0.37
H -3.56196 -3.69394 2.12378 0.22
H -2.54526 -4.91590 1.34204 0.32
H -4.27569 -5.19861 1.59803 0.32
H -6.33000 1.06956 -0.76490 0.25
H -6.54763 0.09892 -2.20089 0.18
H -3.78712 0.71113 -1.01238 0.50
H -4.54755 1.60225 -2.33819 0.45
H -4.13018 -0.10606 -2.54098 0.43
O -4.50953 1.93024 -5.86465 -0.66
P -4.52277 2.26625 -7.33762 1.09
O -5.13469 3.79844 -7.15348 -0.40
C -4.33433 4.79441 -6.53136 -0.24
C -3.17736 5.22947 -7.41374 -0.78
O -5.93276 1.48493 -7.66604 -0.42
C -6.39346 0.48034 -6.75865 -0.29
C -7.23299 1.06414 -5.63636 -0.93
O -4.36635 2.56863 -8.97804 -0.31
C -3.08807 2.54189 -9.61795 -0.20
C -2.11563 1.53940 -9.03155 -1.02
H -3.96644 4.43538 -5.56555 0.16
H -4.98636 5.64665 -6.33802 0.37
H -2.44141 4.42652 -7.51927 -0.04
H -2.66746 6.09409 -6.98493 0.46
H -3.53545 5.49802 -8.40878 0.24
H -5.55143 -0.08728 -6.36360 0.22
H -6.99679 -0.22414 -7.33462 0.36
H -6.79762 1.96836 -5.21248 0.27
H -7.35925 0.33275 -4.83517 0.26
H -8.22077 1.34492 -6.00656 0.33
H -2.65684 3.54596 -9.60489 0.23
H -3.26565 2.29876 -10.66781 0.34
H -1.97900 1.68701 -7.95202 0.21
H -1.13996 1.63853 -9.50812 0.38
H -2.47249 0.51914 -9.18519 0.36
O 1.62111 2.12865 -3.26172 -0.79
P 1.41211 2.49821 -4.69707 0.92
O 0.83427 4.03687 -4.51210 -0.25
C 1.67412 5.02884 -3.93752 -0.40
C 2.79970 5.43261 -4.87381 -0.95
O 0.00861 1.70390 -4.99388 -0.24
C -0.44314 0.69970 -4.08775 -0.61
C -1.26930 1.28219 -2.97950 -0.35
O 1.54546 2.72457 -6.35178 -0.24
C 2.81270 2.65839 -7.01153 -0.26
C 3.78696 1.67405 -6.39892 -1.20
H 2.07509 4.67785 -2.98237 0.28
H 1.04393 5.89393 -3.73053 0.35
H 3.51805 4.61658 -4.99799 0.21
H 3.34011 6.29524 -4.47990 0.45
H 2.40489 5.69228 -5.85712 0.22
H 0.39914 0.12940 -3.69609 0.36
H -1.05325 -0.00459 -4.65759 0.36
H -0.83417 2.18754 -2.55698 0.32
H -1.39911 0.55413 -2.17582 0.19
H -2.25515 1.56142 -3.35745 -0.08
H 3.25193 3.65857 -7.05048 0.26
H 2.61533 2.37051 -8.04644 0.32
H 3.94303 1.86722 -5.33038 0.37
H 4.75469 1.74373 -6.89636 0.39
H 3.41963 0.65136 -6.50116 0.35
```

Computed properties:
- Molar mass: 935.0 g/mol
- Total charge: 0

***

3.
# C37H78N2O12

A cluster of 10 separate species, C37H78N2O12 in total in a non-equilibrium geometry (ωB97M-V with the def2-TZVPD basis set, the OMol25 dataset).

The geometry in XYZ format:
```
129
Properties=species:S:1:pos:R:3:mulliken_charge:R:1
C -9.45032 -32.15368 15.25145 -0.96
N -8.88856 -31.00652 14.50254 0.82
C -9.81242 -30.59085 13.38130 -0.51
C -8.62786 -29.95651 15.50462 -0.71
C -7.59283 -31.42600 13.93358 -2.04
C -6.78527 -30.31799 13.10755 1.20
O -5.72319 -30.95782 12.35451 -0.68
H -10.38053 -31.88957 15.55023 0.36
H -8.84867 -32.53679 16.02555 0.38
H -9.70003 -33.06145 14.56638 0.34
H -10.76325 -30.19298 13.72887 0.43
H -9.86845 -31.41481 12.62250 0.41
H -9.64345 -29.59787 12.92885 -0.16
H -9.67223 -29.78153 15.87016 0.40
H -7.98050 -28.91161 15.25485 -0.11
H -7.92687 -30.29652 16.32958 0.41
H -7.71846 -32.35496 13.30920 0.45
H -6.95913 -31.80389 14.55467 0.61
H -6.36508 -29.57248 13.78737 -0.05
H -7.30672 -29.72709 12.24128 -0.18
H -5.06291 -30.34986 12.40203 0.41
N -8.61356 -27.23026 12.65970 -0.43
O -9.75032 -27.08443 13.09686 -0.01
O -8.38803 -27.50851 11.44424 -0.11
O -7.61914 -27.13896 13.44298 -0.22
C -8.38837 -23.76392 11.82202 0.40
C -8.15243 -22.52804 12.55325 -0.84
C -7.22897 -21.72828 11.50071 -1.19
O -7.40760 -22.41435 10.34293 -0.54
C -7.45779 -23.75564 10.61048 -0.05
H -9.42921 -23.78531 11.52240 0.07
H -8.32356 -24.50722 12.46594 -0.02
H -7.72871 -22.28052 13.55084 0.48
H -9.11087 -22.09634 12.60466 0.30
H -6.36387 -21.93481 11.72702 0.65
H -7.54893 -20.73091 11.62227 0.47
H -6.44261 -24.17334 11.00133 -0.02
H -7.79392 -24.25965 9.81157 0.42
C -9.77931 -31.18358 8.56886 -0.64
C -8.80950 -30.12646 9.29520 1.26
C -7.42903 -30.71605 8.94346 -0.41
O -7.73085 -32.00880 8.39662 -0.54
C -8.95027 -32.09928 7.70089 -0.60
H -10.37901 -30.71173 7.88433 0.32
H -10.31762 -31.65134 9.51040 0.23
H -9.10839 -30.11191 10.34865 -0.45
H -8.80163 -29.25098 9.05933 -0.38
H -6.70295 -30.70256 9.79475 0.25
H -6.83621 -30.19722 8.23005 0.41
H -9.47771 -33.00880 7.78176 0.43
H -9.06712 -31.64132 6.66581 0.29
C -4.13283 -27.65687 13.38211 1.26
C -5.26856 -26.99587 14.01932 1.16
C -4.45747 -25.91102 14.83990 -0.47
O -3.06298 -26.02897 14.69763 -0.46
C -2.82252 -27.38771 14.30858 -0.84
H -3.80737 -27.82414 12.29937 -0.78
H -4.22443 -28.83201 13.49468 -0.32
H -5.99807 -27.49528 14.65338 -0.51
H -5.88346 -26.46821 13.36215 -0.23
H -4.65035 -26.03215 15.95151 0.18
H -4.83698 -24.85708 14.55700 0.22
H -2.98099 -28.05057 15.07123 0.40
H -1.94123 -27.42785 13.70562 0.44
C -13.59306 -28.21321 16.89790 -0.44
C -13.48556 -27.88526 15.48596 -0.47
C -12.07059 -28.04724 15.05499 1.13
O -11.74400 -29.07580 15.96978 -0.40
C -12.25045 -28.69389 17.23405 -0.26
H -14.28676 -28.94026 17.05367 0.35
H -13.60356 -27.19617 17.58948 0.22
H -13.74884 -26.82644 15.17123 0.16
H -14.17734 -28.45138 15.06005 0.37
H -11.45790 -27.00205 15.07634 -0.99
H -11.65671 -28.24344 14.13576 0.25
H -11.43563 -28.14712 17.52102 -0.19
H -12.22598 -29.57163 17.74242 0.59
C -4.87398 -27.05443 9.11388 -0.55
C -3.40267 -27.36674 9.43775 -0.71
C -3.39079 -28.79558 9.62396 -0.60
O -4.60544 -29.00713 10.40116 -0.28
C -5.62281 -28.17190 9.91463 0.00
H -4.96496 -27.20718 8.10608 0.56
H -5.05847 -26.00771 9.49417 -0.07
H -3.21535 -26.85225 10.35467 0.21
H -2.58960 -27.07673 8.79408 0.45
H -2.40871 -29.21260 10.11475 0.24
H -3.39535 -29.24964 8.63331 0.40
H -6.01359 -27.62842 10.72355 -0.84
H -6.29919 -28.52214 9.34458 1.16
C -11.13476 -23.92175 14.01850 0.13
C -11.21563 -23.21492 15.48670 -0.32
C -12.63807 -22.65764 15.50046 -0.59
O -13.15394 -23.01159 14.21513 -0.51
C -12.54248 -24.13947 13.77795 0.52
H -10.42383 -24.88734 14.05220 -0.52
H -10.66167 -23.24829 13.54073 0.61
H -10.37751 -22.46108 15.56097 0.35
H -10.79624 -23.80595 16.38941 0.19
H -12.73161 -21.49650 15.97519 0.23
H -13.26704 -23.30776 16.04083 0.39
H -12.71529 -24.12131 12.65431 0.30
H -12.76098 -25.06205 14.35773 -0.44
C -10.15042 -26.36233 8.56305 0.16
C -11.34705 -26.98706 7.79005 -0.94
C -12.50839 -25.97913 8.19058 -0.53
O -12.05720 -25.30015 9.33520 -0.44
C -10.83735 -25.87215 9.80958 0.86
H -9.79959 -25.67220 7.79220 0.44
H -9.43362 -27.16894 9.11779 -0.47
H -11.58080 -27.86610 8.13441 0.37
H -11.24381 -27.04332 6.50802 0.32
H -13.55660 -26.58429 8.30047 0.24
H -12.58191 -25.55725 7.24022 0.38
H -11.06266 -26.78024 10.43650 -0.06
H -10.19993 -25.27286 10.19844 -0.51
C -8.14306 -25.98237 16.80341 0.40
C -8.16623 -26.65717 18.16112 -1.59
C -9.44986 -27.42446 18.19968 -0.36
O -9.96381 -27.39158 16.84685 0.03
C -9.57924 -26.16952 16.26742 0.60
H -7.54297 -26.52780 15.90324 -0.15
H -7.76584 -24.91846 16.87131 0.45
H -8.25851 -26.17885 19.19262 0.33
H -7.43418 -27.22010 18.20397 0.77
H -10.05332 -26.70620 18.77343 0.39
H -9.04433 -28.42515 18.48131 0.17
H -10.24463 -25.40766 16.61267 -0.11
H -9.88652 -26.19748 15.20899 -1.83
```

Computed properties:
- Molar mass: 743.0 g/mol
- ΔE to the lowest compared entry with this formula, charge and spin: 3.9474 eV
- Total charge: 0

***

What did we get for E_HOMO? Answer: -9.0; -9.8; -8.9 eV, in the order shown.